Below is an isolated molecule of C4H5NS at a distorted geometry, with properties calculated with wB97M-V/def2-TZVPD.

**DFT total energy**: -16550.3623 eV
**Maximum force**: 3.37 eV/Å
**HOMO-LUMO gap**: 7.82 eV
**Net charge**: 0
**2S+1**: 1
**Energy relative to the best compared isomer or geometry (same formula, charge and spin)**: 357.3 kJ/mol

Atoms and positions in Å:
1 S -0.9257 -0.1148 -1.9070
2 N -1.3138 -0.8347 0.6545
3 C 0.6416 0.4942 -0.0302
4 C 1.7962 0.6158 -0.6013
5 C -0.2547 0.0862 1.0997
6 C -1.6971 -0.9214 -0.5532
7 H 0.1787 -0.2618 2.1062
8 H -2.3804 -1.8264 -0.7750
9 H 2.7032 0.9326 0.0379
10 H -0.6957 0.9952 1.6458
11 H 1.9477 0.8353 -1.6774

Forces on atoms 1 to 2 (eV/Å):
S 1.0 0.7 2.5
N -0.1 0.0 1.1


Below is a cluster of 2 separate species, C4H7ClS in total at a distorted geometry, with properties calculated with wB97M-V/def2-TZVPD.

**DFT total energy**: -27615.4044 eV
**Maximum force**: 3.17 eV/Å
**HOMO-LUMO gap (spin up / spin down)**: 7.02 / 7.02 eV
**Net charge**: 0
**2S+1**: 1
**Energy relative to the best compared isomer or geometry (same formula, charge and spin)**: 318.9 kJ/mol

Atoms and positions in Å:
1 Cl 2.5309 1.2360 -0.2198
2 S 1.5782 -2.2392 0.1630
3 C -0.1234 -2.7375 -0.1680
4 C -0.1709 0.9248 0.1540
5 C -0.5707 2.3822 0.1071
6 C 1.0636 0.5398 0.0292
7 H -0.1717 2.9009 0.9764
8 H -0.9461 0.1926 0.3145
9 H -0.2201 -3.7902 0.0861
10 H -1.6520 2.4772 0.0999
11 H -0.7964 -2.1580 0.4592
12 H -0.3584 -2.5836 -1.2178
13 H -0.1629 2.8549 -0.7840

Forces on atoms 1 to 2 (eV/Å):
Cl 0.4 0.4 -0.1
S -0.6 2.6 -0.1


> Look up the 2S+1 of the second one.

1